Entry 1:
{
  "formula": "C2H4Br2O2",
  "method": "the ωB97M-V functional and the def2-TZVPD basis",
  "smiles": "O=C(O)Br.CBr",
  "homo_lumo_gap_ev": 10.08,
  "e_tot_ev": -146317.0873,
  "symbols": ["O", "C", "O", "Br", "H", "C", "Br", "H", "H", "H"],
  "xyz": [[-0.447, 2.120, -0.534], [0.415, 1.712, 0.340], [1.662, 1.335, -0.046], [0.276, 1.869, 2.215], [1.740, 1.598, -0.878], [-0.799, -1.719, 0.038], [-0.355, -1.696, -1.815], [-0.135, -2.393, 0.782], [-1.711, -2.235, -0.122], [-0.646, -0.590, 0.020]]
}

***

Entry 2:
{
  "formula": "CHN4S",
  "method": "the ωB97M-V functional and the def2-TZVPD basis",
  "homo_lumo_gap_ev": 7.02,
  "e_tot_ev": -17846.8657,
  "charge": -1,
  "symbols": ["C", "N", "N", "N", "N", "S", "H"],
  "xyz": [[-1.526, 0.749, -0.055], [-2.188, 0.317, -0.880], [1.052, -2.342, 0.516], [0.969, -1.226, 0.195], [0.914, -0.024, 0.344], [1.486, 1.284, -0.539], [-0.706, 1.242, 0.420]]
}

***

Number 1: HOMO -9.99 eV. Number 2: HOMO -2.93 eV.